[1]
ORCA calculation (ωB97M-V/def2-TZVPD) on C11H9MgNO4S as an isolated structure in a non-equilibrium geometry.

Last column: Mulliken charge in e.
Geometry (Å):
H  0.202  -2.774  5.325  0.451
C  -1.046  -2.701  3.568  -0.321
H  2.240  -2.573  1.552  0.499
C  -0.006  -1.648  -4.866  -0.521
H  -0.932  0.196  -5.458  0.279
C  0.176  -2.727  4.243  -0.465
H  0.914  -2.222  -4.905  0.272
H  -2.005  -2.602  1.730  0.340
H  0.908  0.195  -5.481  0.278
C  1.316  -2.617  2.116  -0.221
O  -3.058  -0.002  0.026  -0.152
O  3.057  -0.005  -0.052  -0.142
H  -1.971  -2.728  4.129  0.412
Mg  0.000  0.000  0.000  0.241
C  1.904  -0.006  -0.046  0.542
O  0.038  0.703  2.941  -0.058
C  0.073  -2.587  1.469  -0.062
H  -0.926  -2.221  -4.882  0.272
C  1.362  -2.686  3.510  -0.279
C  0.024  0.434  1.818  0.126
C  -1.905  -0.004  0.002  0.536
S  0.001  -2.449  -0.156  -0.265
C  -0.009  -0.304  -5.187  -0.555
N  -1.076  -2.632  2.206  0.079
O  -0.005  3.012  -0.508  -0.110
C  -0.004  1.872  -0.337  0.367
H  2.316  -2.700  4.023  0.456

Its net charge is +2. The energy relative to the best compared isomer or geometry (same formula, charge and spin) comes out at 3.7352 eV. The molar mass is 275.57 g/mol. Its strongest force on any atom is 0.204 hartree/bohr. The LUMO energy comes out at -0.3410 hartree. As for the multiplicity: 1. As for the frontier orbital gap: 5.34 eV. As for the total energy: -37492.75199 eV.

[2]
ORCA calculation (ωB97M-V/def2-TZVPD) on one molecule with the formula C11H9NS in a non-equilibrium geometry.

Last column: Mulliken charge in e.
Geometry (Å):
C  2.698  0.213  -0.288  -0.635
H  -1.393  -2.198  -1.796  0.260
C  -0.644  -1.361  0.039  0.205
C  1.656  -0.656  -0.510  -0.281
H  3.780  0.008  -0.520  0.290
S  -3.076  0.628  -1.295  -0.189
C  1.200  1.777  0.807  -0.811
C  -0.845  -2.572  -0.966  -1.233
C  -1.489  -1.391  1.078  0.148
C  2.501  1.358  0.414  -0.444
H  1.717  -1.679  -0.935  0.182
N  -2.036  -1.797  2.032  -0.575
H  -0.992  2.593  1.135  0.312
C  0.378  -0.330  -0.024  0.816
H  0.172  -3.019  -1.089  0.329
C  -1.155  1.767  0.473  -0.612
H  3.280  2.027  0.602  0.430
C  0.164  1.029  0.450  1.260
H  -3.154  2.460  0.025  0.284
H  1.038  2.844  1.074  0.250
H  -1.397  -3.383  -0.513  0.382
C  -2.402  1.684  -0.192  -0.369

The energy relative to the best compared isomer or geometry (same formula, charge and spin) comes out at 2.5557 eV. The molar mass is 187.27 g/mol. Its strongest force on any atom is 0.096 hartree/bohr. The LUMO energy (spin up / spin down) comes out at -0.0509 / -0.0782 hartree. As for the multiplicity: 1. As for the frontier orbital gap (spin up / spin down): 7.20 / 5.84 eV. As for the total energy: -23874.26945 eV.

[3]
ORCA calculation (ωB97M-V/def2-TZVPD) on a 10-piece molecular cluster, C120H124N4O16 overall in a non-equilibrium geometry.

Last column: Mulliken charge in e.
Geometry (Å):
C  5.644  0.910  3.646  0.926
H  -2.744  3.787  -8.509  0.424
C  5.535  -7.919  8.015  -0.388
H  2.727  -3.045  1.978  -0.075
H  1.332  1.765  -3.906  -0.213
H  2.167  -0.245  1.722  0.408
C  -2.929  -1.376  -7.299  -1.031
H  7.279  1.432  -2.015  0.355
C  -4.040  2.486  -5.579  0.302
H  3.662  -2.886  -1.226  0.314
O  -0.780  1.570  -0.323  -0.082
C  4.078  2.282  2.192  0.566
C  2.761  -2.326  3.968  -0.137
H  8.236  -3.812  -2.708  0.343
H  2.404  -0.133  -8.389  0.380
C  1.220  1.047  -6.142  -1.070
O  -0.404  6.832  -4.784  -0.711
C  4.971  0.398  6.036  -0.301
H  -2.947  5.826  -7.421  0.408
C  -1.368  5.872  -2.307  -0.812
C  -3.434  -0.084  -6.741  0.838
C  -3.385  1.093  -7.610  0.197
H  -3.516  1.778  8.052  0.319
C  6.160  -5.501  -3.018  1.347
C  8.085  -4.365  -1.781  -0.570
C  -3.151  3.690  -7.513  -0.524
C  4.244  -4.596  4.548  0.483
H  4.842  -4.884  9.344  0.445
H  0.577  11.623  -6.119  0.352
H  -8.840  -3.035  0.796  0.520
H  -1.351  1.250  2.436  0.216
C  -4.348  1.212  -4.842  0.359
H  8.095  -6.104  -2.784  0.488
C  3.994  -3.678  5.554  0.153
O  -7.639  -0.701  0.740  -0.641
H  5.845  -5.390  -5.300  0.363
H  3.359  3.179  -4.699  0.463
H  -3.341  2.108  5.189  0.339
H  -0.352  5.271  5.899  0.372
C  -3.559  5.265  7.609  -1.406
H  -1.062  -3.243  1.655  0.648
H  -1.843  -3.070  -2.201  0.612
C  0.133  -5.725  -1.635  -0.590
C  -0.836  9.200  -4.183  0.177
H  -0.808  5.197  -2.937  0.667
C  -1.306  10.120  -3.189  0.187
H  -0.244  5.175  4.219  0.496
H  -3.110  1.400  2.256  0.344
H  -5.463  -9.154  -0.996  0.402
O  4.508  -3.069  7.863  -0.647
C  -2.884  6.561  7.089  -0.735
H  1.615  -1.012  -4.115  0.503
H  4.919  1.391  -7.670  0.367
O  -2.467  2.395  5.464  -0.445
C  5.893  0.205  4.941  -0.911
N  3.455  -0.101  -5.710  1.047
C  -2.936  3.927  7.321  1.607
C  -1.599  3.951  8.088  -1.911
C  -2.162  -6.440  -1.639  0.713
C  -7.982  -0.697  1.926  0.439
C  -6.471  1.225  2.748  -0.955
C  -4.672  -7.123  -1.412  0.091
H  5.148  2.790  -2.421  0.560
H  0.900  2.846  -5.028  0.547
H  7.229  -6.391  -1.380  0.505
C  -3.872  -0.044  -5.421  0.143
C  -3.452  2.452  -6.882  0.365
H  5.324  -2.075  -3.553  -0.566
H  -2.543  -2.152  0.192  -0.173
C  -10.196  -2.741  4.363  -0.899
C  -2.681  6.234  5.559  -1.487
H  -10.615  -2.637  5.353  0.433
C  -0.856  7.721  -4.025  0.619
C  -0.787  -6.766  -1.574  -0.896
H  0.966  -1.081  -7.862  0.403
H  5.694  -8.249  5.958  0.422
H  -2.995  -1.926  1.699  0.673
H  -0.700  -1.759  2.509  0.161
H  3.978  -5.140  2.445  0.603
C  -9.929  -3.940  2.296  -0.619
H  6.185  -1.048  -2.185  -0.037
C  -8.845  -1.790  2.558  0.177
H  -1.754  4.100  9.156  0.432
H  -2.777  8.342  0.260  0.434
C  -3.201  -7.567  -1.524  0.302
C  -6.214  -5.329  -0.969  -0.623
C  -3.835  2.819  7.997  -1.412
H  -6.451  -4.275  -0.995  0.595
H  0.118  12.971  -4.361  0.367
C  -1.930  8.151  -1.689  0.322
C  4.571  2.534  -0.300  -0.334
C  -4.298  3.693  -4.979  -0.723
C  5.494  -6.902  -2.940  -2.081
H  4.646  -3.188  0.168  0.252
H  -10.901  -4.752  3.966  0.392
C  1.187  0.185  1.515  -1.978
O  5.028  -6.794  3.907  -0.667
C  0.190  -1.928  0.648  1.077
H  -2.854  3.729  3.087  -0.026
C  4.493  -3.907  6.974  0.330
H  -3.702  6.338  5.194  0.525
H  0.523  -1.459  -5.340  0.520
C  -1.005  11.431  -3.287  -0.223
C  -0.143  11.930  -4.238  -0.627
H  7.448  -2.660  -0.621  0.345
C  4.918  2.029  0.998  0.329
N  5.291  -4.478  -2.454  0.714
H  1.091  -2.330  1.110  -1.069
H  -6.084  2.531  5.854  0.370
C  -3.845  -1.208  -4.656  -0.111
H  -4.131  -1.193  -3.614  0.627
H  -0.306  3.688  4.918  0.592
C  -10.387  -3.869  3.616  -0.448
C  -0.068  9.703  -5.196  -0.745
C  6.552  1.621  -1.240  -0.189
C  -2.305  7.664  -0.436  -0.629
C  -2.256  4.769  5.016  2.436
O  -4.452  -3.562  -2.242  -0.510
H  8.918  -4.370  -1.078  0.444
H  1.161  -5.963  -1.403  0.477
H  5.062  -0.026  7.026  0.405
C  -0.952  -2.166  1.529  -0.800
C  3.355  -2.436  5.226  -0.738
C  -3.939  4.911  -5.658  -0.245
C  -7.527  0.332  2.953  0.217
H  -3.446  5.559  8.652  0.355
C  5.192  -7.007  9.028  -0.647
C  4.998  -6.282  6.287  0.312
H  -4.631  5.346  7.425  0.402
C  -1.797  5.429  -1.070  -0.775
H  -2.503  0.067  2.964  0.396
C  -4.054  -4.699  -2.034  -0.149
C  -9.414  -1.605  3.811  0.523
H  -7.527  -8.475  -0.209  0.388
H  1.411  1.249  1.428  0.331
C  4.412  1.623  3.487  -0.221
H  -4.266  3.053  8.970  0.387
C  -3.378  4.972  -6.920  -0.818
H  6.694  -4.049  -0.074  0.544
O  3.924  -4.551  -2.951  -0.433
H  4.660  3.003  -7.004  0.374
C  -2.606  -5.099  -1.901  0.279
H  -8.325  1.316  6.184  0.497
C  7.349  -5.627  -2.148  -1.566
H  4.587  -6.820  -3.539  0.445
H  -3.228  -0.276  -1.101  0.554
C  3.468  1.598  4.573  -0.690
H  -3.217  -3.316  -4.515  0.307
C  -9.138  -2.901  1.825  -0.273
H  0.364  -3.508  -1.945  0.759
N  -2.808  3.693  5.846  0.823
H  -2.474  -3.390  -6.956  0.430
C  -3.413  -2.450  -5.130  -0.463
H  1.545  0.824  -1.425  0.579
C  1.587  -1.298  -5.167  -2.646
H  4.353  -1.870  -5.309  0.206
H  2.046  -2.279  -5.290  0.576
H  2.178  -1.444  3.743  0.534
H  -2.529  5.968  0.887  0.321
H  1.375  -0.964  -1.719  -0.496
H  3.643  3.040  -0.518  0.553
H  -0.877  4.691  7.743  0.390
C  3.806  -4.410  3.222  -1.118
O  -2.458  10.412  -1.207  -0.646
N  -0.913  0.287  0.034  0.158
H  0.516  0.261  2.370  0.495
H  -4.630  3.751  -3.953  0.552
C  4.911  -5.930  4.819  0.158
H  1.055  1.643  -7.039  0.402
C  2.018  -0.863  -7.678  -2.123
H  -1.473  12.180  -2.666  0.434
C  4.014  1.245  -5.673  0.812
O  -3.458  1.017  -8.784  -0.547
C  -7.712  1.219  5.301  -0.826
H  -1.045  3.021  7.955  0.348
H  -5.040  2.494  3.518  0.616
C  -2.799  4.675  3.625  -2.448
C  -5.927  1.961  3.827  -0.379
C  -6.835  -7.677  -0.437  -0.535
C  -6.509  1.901  5.086  -0.240
H  3.290  2.015  -7.532  0.330
H  3.451  1.798  -3.801  -0.399
H  2.598  2.238  4.587  0.679
C  6.955  1.120  0.039  -0.718
H  5.277  0.598  -4.077  0.147
C  -2.313  6.329  -0.108  -0.275
H  3.015  -1.737  5.975  0.596
C  -2.873  -2.512  -6.470  -0.704
O  -10.204  -0.139  5.635  -0.644
H  5.523  -7.271  10.022  0.340
C  1.390  -0.160  -0.983  -0.765
C  5.395  1.258  -4.936  -1.572
C  -3.247  0.299  -0.175  -2.431
H  4.612  -1.592  -0.419  0.198
C  0.217  11.052  -5.276  -0.362
C  5.407  2.428  -1.437  -1.097
C  -1.591  -4.119  -2.155  -0.696
C  -9.411  -0.389  4.683  0.457
C  4.749  -5.303  7.269  0.322
H  -6.042  1.031  1.776  0.523
H  5.361  -7.373  -1.966  0.396
H  7.530  -5.589  -4.902  0.354
C  -7.145  -6.300  -0.405  -0.533
H  6.084  0.714  -5.582  0.495
H  -3.974  5.805  -5.054  0.382
H  0.360  9.040  -5.934  0.427
H  -10.085  -4.864  1.759  0.351
H  -8.176  -6.042  -0.213  0.419
H  6.843  -4.044  -4.660  0.362
O  -2.774  -8.715  -1.629  -0.655
H  2.668  -1.738  -7.682  0.393
C  -8.211  0.411  4.264  0.336
C  6.094  1.231  1.164  0.887
H  6.726  -0.471  5.069  0.514
C  1.538  1.965  -4.958  -0.008
H  -3.464  1.319  -0.490  0.312
O  3.081  2.985  2.007  -0.780
H  7.864  0.588  0.278  0.521
C  -2.205  -1.561  1.043  -1.326
H  0.271  0.833  -5.649  0.226
H  -2.374  5.308  2.846  0.459
H  -2.495  -1.565  -8.270  0.444
H  3.061  1.172  6.585  0.454
H  -0.997  1.487  -1.254  0.327
H  -0.529  -7.792  -1.357  0.489
H  7.033  -2.150  -3.097  0.347
C  3.829  1.152  5.825  -0.796
C  4.615  -2.625  -0.765  -1.954
H  6.158  -7.601  -3.447  0.440
C  0.433  -0.361  0.304  2.444
O  -4.838  1.176  -3.713  -0.718
C  -2.260  0.729  2.133  -2.082
C  6.609  -5.105  -4.576  -1.446
C  3.010  -3.304  2.988  0.191
H  -3.608  7.364  7.229  0.404
C  -2.004  9.615  -2.004  0.435
H  2.397  -0.295  -0.588  -0.319
H  -1.953  6.716  7.636  0.384
C  6.598  0.843  2.530  -0.007
C  5.718  -3.157  -1.790  2.024
C  5.369  -7.535  6.699  -0.449
H  5.803  2.212  -4.600  0.335
C  -5.543  -8.080  -0.921  -0.458
C  -0.231  -4.404  -1.850  -0.426
C  -2.141  -0.024  0.807  2.950
C  6.023  -1.983  -2.722  -0.515
C  -0.727  4.682  5.062  -2.358
C  4.261  1.989  -7.039  -1.643
O  4.433  -1.213  -6.005  -0.561
H  3.523  -4.915  -2.158  0.234
H  6.040  -8.795  8.396  0.365
H  -4.714  2.808  7.351  0.134
H  -4.097  0.064  0.465  0.341
H  -3.850  4.964  3.610  0.494
C  2.101  -0.291  -6.216  2.210
H  -1.634  4.415  -0.734  0.982
H  0.143  -2.470  -0.297  -0.821
C  7.057  -3.604  -1.000  -1.285
O  7.768  0.503  2.706  -0.646
C  -4.970  -5.736  -1.526  0.609
C  4.898  -5.690  8.627  -0.547
H  -2.273  7.155  5.144  0.379
C  3.062  2.133  -4.762  -0.447
C  -1.414  7.242  -2.661  0.316

The molar mass is 1878.32 g/mol. Its strongest force on any atom is 0.101 hartree/bohr. The LUMO energy comes out at -0.0512 hartree. As for the multiplicity: 1. As for the frontier orbital gap: 6.72 eV. As for the total energy: -165157.37287 eV.